No. 1
Density functional theory data (the ωB97M-V functional and the def2-TZVPD basis) for a molecular structure, C2H5MgO3Yb at a distorted geometry.

Properties
gap between HOMO and LUMO (alpha / beta): 4.785 / 8.069 eV
net charge: +1
2S+1: 3
strongest force on any atom: 6.593 eV/A
relative energy (zero: lowest compared OMol25 entry of this formula, charge and spin): 0.00 kJ/mol

The geometry in XYZ format:
```
12
Properties=species:S:1:pos:R:3:forces:R:3
O 0.414 -1.792 -0.957 0.0 0.4 -0.2
C 1.178 -1.986 0.195 0.6 -1.1 1.2
C 1.649 -0.677 0.851 1.3 -0.9 -0.1
O 0.590 0.232 0.816 -1.7 1.1 -0.8
Mg -0.580 1.654 1.434 0.3 0.5 1.2
H 2.065 -2.621 0.002 -0.4 0.2 0.0
H 0.543 -2.515 0.939 0.4 0.1 -0.2
H 2.510 -0.231 0.317 -0.3 -0.3 0.1
H 1.994 -0.880 1.881 -0.3 0.1 -0.3
Yb -0.514 -0.018 -1.023 3.4 -5.0 -2.7
O -1.427 1.488 -0.375 -2.9 4.1 1.5
H -2.171 1.956 -0.748 -0.4 0.7 0.3
```
Positions in Å, forces in eV/Å.

No. 2
Density functional theory data (the ωB97M-V functional and the def2-TZVPD basis) for a molecular structure, C4H10NOS at a distorted geometry.

Properties
gap between HOMO and LUMO: 9.511 eV
net charge: +1
strongest force on any atom: 6.349 eV/A
relative energy (zero: lowest compared OMol25 entry of this formula, charge and spin): 610.07 kJ/mol

The geometry in XYZ format:
```
17
Properties=species:S:1:pos:R:3:forces:R:3
C 0.309 -0.938 -1.826 -1.5 -1.5 -3.1
C -0.901 -1.415 -2.198 1.1 1.5 3.1
C 0.687 -0.704 -0.468 0.2 -2.0 2.5
C 0.940 1.583 1.614 -2.2 -1.3 0.3
N -1.565 0.982 0.239 -1.1 0.1 0.1
O -0.526 -0.595 1.578 -2.0 1.1 5.9
S -0.219 0.529 0.532 1.7 -1.5 3.2
H -1.080 -0.164 2.571 2.3 -1.7 -4.6
H 1.064 -0.953 -2.611 0.2 0.7 0.3
H -1.565 -1.502 -1.313 -0.4 -0.3 -1.3
H -1.181 -1.513 -3.210 -0.4 -0.5 -0.8
H 0.593 -1.633 0.262 -0.3 1.7 -1.7
H 1.708 -0.515 -0.360 1.8 0.9 0.1
H 1.421 2.300 1.049 0.6 1.9 -1.1
H 1.665 0.970 2.057 1.2 -1.5 0.1
H 0.383 1.919 2.511 -0.3 0.3 -1.1
H -1.730 1.650 -0.428 -0.8 2.1 -2.0
```
Positions in Å, forces in eV/Å.

No. 3
Density functional theory data (the ωB97M-V functional and the def2-TZVPD basis) for C10H22N2O3 in the gas phase.

Properties
gap between HOMO and LUMO: 9.391 eV
SMILES: C1COCCNCCOCCOCCN1
strongest force on any atom: 0.469 eV/A
relative energy (zero: lowest compared OMol25 entry of this formula, charge and spin): 132.59 kJ/mol

The geometry in XYZ format:
```
37
Properties=species:S:1:pos:R:3:forces:R:3
C -3.384 -0.332 0.241 0.2 -0.2 0.3
C -2.321 -1.223 0.909 -0.4 0.1 0.0
O -1.307 -1.532 -0.020 0.0 0.0 -0.1
C -0.262 -2.309 0.508 0.2 -0.2 -0.2
C 0.820 -2.434 -0.566 -0.3 0.0 0.4
N 1.550 -1.189 -0.734 0.1 0.0 -0.4
C 2.668 -1.034 0.179 0.2 0.2 -0.1
C 3.455 0.259 -0.086 0.1 -0.3 0.1
O 2.994 1.403 0.585 -0.1 0.0 0.1
C 1.837 2.026 0.071 -0.4 0.2 0.1
C 0.535 1.471 0.676 0.2 -0.1 0.1
O -0.540 2.386 0.584 0.0 0.2 0.1
C -1.165 2.489 -0.680 -0.3 -0.1 -0.2
C -2.023 1.267 -1.021 0.2 0.1 0.0
N -3.007 1.047 0.033 0.2 0.3 0.2
H -4.273 -0.338 0.878 0.0 -0.2 -0.1
H -3.645 -0.766 -0.727 -0.1 -0.1 0.1
H -1.891 -0.697 1.778 0.0 0.0 0.0
H -2.790 -2.152 1.273 0.0 0.1 0.0
H 0.145 -1.838 1.415 0.0 0.0 0.0
H -0.634 -3.311 0.781 0.1 0.1 0.0
H 1.487 -3.272 -0.302 -0.1 0.0 -0.1
H 0.315 -2.670 -1.504 0.0 -0.1 0.0
H 1.890 -1.120 -1.688 0.0 0.0 0.1
H 3.369 -1.886 0.105 -0.1 0.1 0.1
H 2.286 -1.004 1.202 0.1 0.0 0.1
H 3.494 0.442 -1.171 0.0 0.0 0.0
H 4.477 0.128 0.281 -0.1 -0.1 -0.1
H 1.821 1.951 -1.024 0.0 0.0 0.0
H 1.922 3.081 0.354 -0.1 -0.1 -0.1
H 0.291 0.509 0.216 0.0 0.1 0.1
H 0.696 1.334 1.750 0.1 -0.1 -0.1
H -1.808 3.369 -0.592 0.1 0.0 -0.1
H -0.431 2.663 -1.475 -0.1 0.0 0.0
H -2.555 1.459 -1.961 0.2 0.0 0.0
H -1.380 0.392 -1.167 0.0 0.1 -0.1
H -2.635 1.432 0.898 -0.1 -0.1 -0.1
```
Positions in Å, forces in eV/Å.

No. 4
Density functional theory data (the ωB97M-V functional and the def2-TZVPD basis) for 2 unconnected molecules or ions with the total composition C2H7Cl3Si2 at a distorted geometry.

Properties
gap between HOMO and LUMO (alpha / beta): 5.947 / 8.826 eV
2S+1: 3
strongest force on any atom: 2.749 eV/A
relative energy (zero: lowest compared OMol25 entry of this formula, charge and spin): 71.68 kJ/mol

The geometry in XYZ format:
```
14
Properties=species:S:1:pos:R:3:forces:R:3
C -0.803 0.175 3.879 0.1 -2.1 1.8
C 0.007 -0.288 -1.972 -0.3 -1.0 1.3
Si -0.577 1.222 2.409 -0.3 1.4 -2.3
Si 0.665 1.491 -2.059 -0.5 -0.8 2.4
Cl -1.533 2.920 2.977 -0.3 0.7 0.1
Cl -0.385 2.781 -3.125 -1.3 0.8 -1.3
Cl 2.506 1.595 -2.856 0.9 -0.2 0.0
H -0.570 -0.891 4.042 0.1 0.7 -0.5
H -1.391 0.552 4.729 0.4 0.3 -0.6
H 0.491 2.202 -0.687 0.7 -0.8 -1.0
H -1.066 -0.298 -2.217 0.2 0.3 0.2
H 0.431 -0.999 -2.698 0.3 0.4 0.2
H 0.076 -0.813 -0.910 0.1 1.4 -2.1
H -0.021 1.567 0.995 0.1 -1.0 1.7
```
Positions in Å, forces in eV/Å.

No. 5
Density functional theory data (the ωB97M-V functional and the def2-TZVPD basis) for a molecular structure, C35H61Cl18NO7 at a distorted geometry.

Properties
gap between HOMO and LUMO: 7.924 eV
strongest force on any atom: 7.189 eV/A
relative energy (zero: lowest compared OMol25 entry of this formula, charge and spin): 0.00 kJ/mol

The geometry in XYZ format:
```
122
Properties=species:S:1:pos:R:3:forces:R:3
C 6.770 -2.030 1.880 -0.2 -0.7 0.7
O 7.044 -0.625 2.162 -0.9 -0.5 -1.4
C 6.007 0.122 1.473 -1.4 0.2 -0.2
C 5.938 1.676 1.868 -0.3 -0.4 0.5
C 5.540 2.669 0.667 0.6 0.0 -0.1
C 4.502 2.068 -0.408 -0.2 0.5 -0.3
C 3.468 3.172 -1.005 -0.2 0.2 1.6
C 1.939 2.817 -0.564 0.5 0.9 -0.2
C 1.089 2.070 -1.707 -1.5 -0.5 0.7
C 0.429 0.671 -1.217 0.7 0.4 -0.6
C 1.648 -0.329 -0.866 0.7 0.6 0.8
C 1.745 -0.784 0.661 -0.1 -4.5 1.2
O 1.571 -2.020 0.915 0.4 4.8 -0.9
O 2.057 0.056 1.761 -0.9 -1.0 -2.0
O -0.170 -0.008 -2.385 -1.8 -1.9 0.8
C -1.113 -0.994 -1.882 -0.1 0.2 -0.2
O -1.649 -1.912 -2.533 2.3 3.9 2.9
O -1.312 -0.657 -0.485 0.0 -1.1 -2.2
C -0.871 0.714 -0.293 -0.5 2.3 -0.8
C -2.087 1.610 -0.924 -0.2 0.4 -0.3
C -3.530 1.180 -0.311 -0.2 0.9 -0.2
C -4.372 0.208 -1.281 0.1 0.0 0.4
C -5.062 -1.038 -0.526 -0.7 1.0 -0.3
O -4.256 -1.627 0.519 0.0 -0.3 -1.9
C -3.644 -2.877 0.109 0.0 -0.8 0.9
C -0.778 1.324 1.193 -0.5 -1.3 1.1
C -1.129 0.246 2.361 0.0 1.1 -0.1
C -1.005 1.087 3.758 0.4 -1.4 0.4
C -2.299 0.954 4.698 0.1 -1.0 -0.7
N -3.317 2.024 4.524 -2.5 3.4 0.8
C -3.829 2.757 5.667 -3.1 2.6 -2.1
C -4.914 3.772 5.193 2.4 -2.7 -1.9
C -5.042 3.667 3.628 4.3 -3.9 4.2
C -3.984 2.554 3.360 -2.1 2.0 0.0
H 7.737 -2.643 1.761 -1.3 1.2 0.3
H 6.145 -2.193 0.936 0.9 0.4 1.2
H 6.159 -2.425 2.775 0.9 0.3 -1.4
H 6.100 -0.060 0.333 0.0 0.5 1.9
H 4.994 -0.344 1.800 1.4 0.7 -0.7
H 6.944 1.939 2.353 -1.4 -0.1 -0.8
H 5.122 1.805 2.681 1.4 -0.3 -1.2
H 6.503 2.930 0.105 -1.3 -0.1 0.8
H 5.122 3.639 1.140 0.7 -1.5 -0.8
H 3.894 1.256 0.129 0.9 1.0 -1.0
H 5.074 1.650 -1.316 -0.9 0.5 1.8
H 3.567 3.336 -2.129 -0.1 -0.3 1.6
H 3.727 4.161 -0.456 -0.4 -1.4 -1.2
H 2.024 2.253 0.426 -0.3 0.5 -1.4
H 1.415 3.819 -0.315 0.7 -1.7 -0.4
H 0.197 2.753 -1.986 1.6 -1.1 0.2
H 1.728 1.866 -2.632 -1.0 0.0 1.5
H 2.619 0.195 -1.203 -1.5 -0.8 0.8
H 1.582 -1.279 -1.522 -0.1 1.5 1.5
H 1.777 -0.463 2.560 0.5 0.3 -0.9
H -2.170 1.511 -2.060 0.3 0.0 1.4
H -1.920 2.738 -0.717 0.0 -1.9 -0.2
H -3.432 0.763 0.751 -0.1 0.4 -1.7
H -4.134 2.167 -0.245 1.0 -1.6 0.1
H -5.242 0.821 -1.740 1.5 -1.1 0.5
H -3.677 -0.144 -2.116 -1.1 0.3 1.0
H -6.011 -0.619 -0.006 1.5 -0.8 -0.8
H -5.375 -1.789 -1.347 0.4 1.0 1.5
H -3.484 -2.971 -1.021 -0.3 0.2 1.6
H -2.634 -2.954 0.637 -1.3 0.2 -0.8
H -4.314 -3.722 0.537 1.1 1.1 -1.0
H 0.231 1.790 1.454 -1.3 -0.8 -0.7
H -1.560 2.167 1.328 1.3 -1.4 -0.5
H -2.184 -0.200 2.220 1.6 0.8 0.1
H -0.406 -0.645 2.324 -1.1 1.3 0.1
H -0.139 0.564 4.327 -1.7 1.4 -1.0
H -0.707 2.175 3.586 -0.6 -1.5 0.2
H -2.020 0.913 5.818 -0.5 0.3 -1.9
H -2.811 -0.047 4.418 0.9 1.5 0.6
H -3.555 2.634 6.775 -0.1 -0.2 -2.2
H -5.514 4.467 5.864 1.1 -1.2 -0.9
H -5.732 4.236 2.910 2.3 -2.7 1.6
H -3.803 2.231 2.285 0.1 0.0 1.9
C 6.846 -1.762 -2.259 0.3 -0.1 -0.2
Cl 5.538 -0.586 -2.076 0.1 -0.2 -0.3
Cl 6.363 -3.354 -1.665 -0.3 0.0 -0.1
H 7.105 -1.842 -3.314 -0.1 0.0 0.2
H 7.712 -1.419 -1.693 -0.2 -0.1 0.0
C 2.447 0.587 6.183 0.3 0.1 0.2
Cl 1.331 -0.648 5.584 0.4 -0.4 0.3
Cl 2.132 2.154 5.428 0.1 0.0 0.0
H 2.323 0.682 7.261 -0.1 0.0 -0.2
H 3.467 0.282 5.954 -0.2 0.0 -0.1
C -4.242 -4.126 -4.125 0.3 0.1 -0.1
Cl -5.571 -2.971 -3.967 0.0 0.1 -0.1
Cl -4.698 -5.714 -3.497 0.2 -0.1 -0.1
H -3.981 -4.223 -5.178 -0.2 0.0 0.2
H -3.384 -3.756 -3.564 -0.2 0.0 0.0
C -5.262 -8.361 -0.582 0.0 0.0 -0.2
Cl -5.523 -9.473 0.766 0.0 -0.1 -0.1
Cl -4.592 -6.824 -0.023 0.0 0.0 -0.1
H -4.565 -8.815 -1.286 0.0 0.1 0.2
H -6.215 -8.173 -1.075 0.1 0.0 0.2
C 0.408 3.371 -4.978 -0.2 -0.1 0.1
Cl 0.674 3.729 -6.688 -0.1 0.0 0.0
Cl 1.805 3.839 -4.002 0.0 0.6 -0.6
H -0.466 3.922 -4.632 0.2 0.0 -0.1
H 0.239 2.300 -4.862 0.1 0.1 0.0
C 9.283 -5.510 -1.808 -0.3 -0.1 0.0
Cl 9.606 -3.777 -1.680 0.3 0.0 0.0
Cl 10.785 -6.435 -1.918 -0.1 -0.1 0.0
H 8.732 -5.833 -0.925 0.2 0.1 -0.1
H 8.687 -5.694 -2.701 0.2 0.1 0.1
C -8.153 -6.287 -2.352 0.1 0.2 -0.1
Cl -9.225 -7.493 -3.074 0.0 0.0 -0.1
Cl -8.290 -6.283 -0.590 0.1 0.1 0.0
H -7.125 -6.518 -2.627 -0.2 0.0 0.1
H -8.423 -5.302 -2.730 0.0 -0.2 0.1
C -7.610 7.002 1.875 -0.1 0.3 0.0
Cl -6.647 5.679 2.552 -1.1 2.0 -0.5
Cl -8.787 6.402 0.701 0.0 0.1 0.0
H -8.141 7.503 2.684 0.0 -0.2 -0.1
H -6.943 7.707 1.380 -0.1 -0.2 0.0
C 4.997 3.013 -6.529 -0.1 0.0 -0.3
Cl 4.725 1.896 -5.186 0.0 -0.1 0.0
Cl 5.691 4.536 -5.963 0.0 0.0 -0.1
H 5.683 2.553 -7.238 0.0 0.1 0.2
H 4.044 3.218 -7.016 0.1 0.0 0.2
```
Positions in Å, forces in eV/Å.

No. 6
Density functional theory data (the ωB97M-V functional and the def2-TZVPD basis) for C12H11P in the gas phase at a distorted geometry.

Properties
gap between HOMO and LUMO: 8.961 eV
SMILES: C1=C[C@@H]2c3ccccc3P[C@@H]2C=C1
strongest force on any atom: 4.988 eV/A
relative energy (zero: lowest compared OMol25 entry of this formula, charge and spin): 256.85 kJ/mol

The geometry in XYZ format:
```
24
Properties=species:S:1:pos:R:3:forces:R:3
C -2.313 0.305 -1.179 0.8 0.8 2.2
C -1.099 0.742 -0.886 1.6 2.1 -0.3
C -0.517 0.594 0.515 0.9 4.9 0.5
C 0.944 0.298 0.364 0.0 0.1 0.4
C 2.060 1.064 0.707 -1.5 0.1 0.6
C 3.298 0.696 0.331 1.0 -2.4 -1.5
C 3.433 -0.512 -0.411 0.3 -0.3 -0.1
C 2.336 -1.384 -0.602 2.1 -0.5 -1.3
C 1.089 -0.947 -0.171 0.7 -1.4 -0.9
P -0.387 -1.966 -0.001 -0.8 -0.8 -0.2
C -1.201 -0.550 1.053 1.3 -3.0 1.7
C -2.632 -0.505 1.010 -3.2 0.7 -0.3
C -3.225 -0.072 -0.121 -1.0 -0.6 -0.5
H -2.554 0.479 -2.139 -1.6 0.2 -3.2
H -0.474 1.289 -1.663 -0.8 -1.0 1.0
H -0.562 1.606 1.207 -0.5 -2.1 -1.7
H 1.976 1.821 1.443 -0.4 1.2 0.2
H 4.189 1.230 0.589 0.2 0.4 0.2
H 4.443 -0.799 -0.775 -0.9 0.1 0.3
H 2.548 -2.366 -1.207 -0.7 1.9 1.5
H -1.036 -1.779 -1.300 0.5 -0.1 0.9
H -0.867 -0.817 2.074 0.0 0.2 -0.4
H -3.243 -0.654 1.907 0.4 -0.4 -0.3
H -4.328 0.018 -0.382 1.5 -0.2 1.0
```
Positions in Å, forces in eV/Å.

Which of these has the highest strongest force on any atom? C35H61Cl18NO7

The lowest strongest force on any atom belongs to which entry? C10H22N2O3